Record 1
ORCA calculation (wB97M-V/def2-TZVPD) on a cluster of 3 separate species, C4H14O3 in total at a distorted geometry.

The calculation puts the HOMO energy (spin up / spin down) at 0.80 / -7.29 eV. The calculation puts the LUMO energy (spin up / spin down) at 3.4 / 3.3 eV. The charge is -1. As for the spin multiplicity: 2. The value obtained for the max |F| is 3.38 eV/Å.

Geometry (Å):
C (-0.60, 1.32, -1.23)
O (-1.82, 1.75, -2.01)
C (-0.64, 2.10, 0.16)
C (0.49, 1.75, 1.12)
C (0.23, 2.18, 2.67)
H (-0.66, 0.24, -1.03)
H (0.34, 1.80, -1.53)
H (-1.58, 1.75, -2.92)
H (-1.60, 2.02, 0.67)
H (-0.51, 3.17, -0.10)
H (1.40, 2.29, 0.89)
H (0.62, 0.73, 1.11)
H (-0.46, 3.03, 2.65)
H (1.24, 2.32, 3.08)
H (-0.28, 1.31, 3.20)
H (-0.77, -3.51, -1.13)
H (-0.85, -2.14, -1.19)
O (-1.09, -2.87, -1.72)
H (2.50, -6.60, -1.64)
H (1.66, -6.04, -0.38)
O (2.40, -6.62, -0.67)


Record 2
ORCA calculation (wB97M-V/def2-TZVPD) on a cluster of 3 separate species, C4H14O3 in total at a distorted geometry.

The calculation puts the HOMO energy at -10.74 eV. The calculation puts the LUMO energy at 0.8 eV. The value obtained for the max |F| is 1.83 eV/Å.

Geometry (Å):
C (-0.72, -1.56, 1.95)
C (0.32, -1.04, 0.97)
C (-0.12, -1.24, -0.46)
C (-1.34, -0.49, -0.96)
O (0.97, -0.76, -1.34)
H (-1.74, -1.27, 1.65)
H (-0.70, -2.63, 1.87)
H (-0.52, -1.30, 2.99)
H (1.26, -1.59, 1.12)
H (0.59, 0.00, 1.08)
H (-0.29, -2.28, -0.78)
H (-1.35, 0.57, -0.77)
H (-2.22, -0.90, -0.47)
H (-1.36, -0.71, -2.02)
H (1.77, -1.24, -1.06)
H (1.39, 2.48, -1.72)
H (1.22, 0.96, -1.15)
O (1.42, 1.90, -0.96)
H (-0.06, 2.17, 0.18)
H (-0.18, 3.12, 1.34)
O (-0.70, 2.49, 0.84)


Record 3
ORCA calculation (wB97M-V/def2-TZVPD) on a cluster of 3 separate species, C4H14O3 in total at a distorted geometry.

The calculation puts the HOMO energy at -9.86 eV. The calculation puts the LUMO energy at 0.7 eV. The value obtained for the max |F| is 4.44 eV/Å.

Geometry (Å):
C (0.78, -0.48, 1.71)
O (0.77, -0.34, 3.10)
C (-0.26, 0.54, 1.28)
C (-1.64, -0.23, 1.30)
C (-2.84, 0.74, 1.05)
H (1.84, -0.30, 1.39)
H (0.59, -1.50, 1.08)
H (1.53, -0.63, 3.57)
H (0.01, 0.98, 0.38)
H (-0.55, 1.32, 2.10)
H (-1.82, -0.75, 2.28)
H (-1.66, -1.03, 0.62)
H (-3.26, 1.10, 1.90)
H (-3.75, 0.14, 0.75)
H (-2.62, 1.44, 0.30)
H (4.55, -0.37, -4.32)
H (3.53, -1.44, -4.72)
O (3.90, -0.60, -5.00)
H (-0.15, -0.23, -2.99)
H (0.53, 1.20, -3.19)
O (0.51, 0.45, -2.60)


Record 4
ORCA calculation (wB97M-V/def2-TZVPD) on a cluster of 4 separate species, C4H14O3 in total at a distorted geometry.

The calculation puts the HOMO energy at -8.88 eV. The calculation puts the LUMO energy at 0.4 eV. The value obtained for the max |F| is 4.54 eV/Å.

Geometry (Å):
C (-0.10, -0.70, 0.58)
C (0.61, 0.36, 1.38)
C (0.35, 0.58, 2.69)
C (1.39, 1.29, 0.59)
H (0.71, -1.45, 0.49)
H (-0.95, -1.19, 1.12)
H (-0.40, -0.33, -0.36)
H (0.83, 1.36, 3.15)
H (-0.07, -0.24, 3.22)
H (2.23, 1.68, 1.17)
H (1.99, 0.73, -0.15)
H (0.98, 2.21, 0.16)
H (-2.08, 2.18, -0.85)
H (-2.16, 1.52, 0.55)
O (-2.24, 1.29, -0.34)
H (-1.36, -0.02, -1.88)
H (-1.91, -0.74, -3.17)
O (-1.07, -0.76, -2.51)
H (0.47, -2.12, -2.04)
H (1.59, -3.11, -2.24)
O (1.20, -2.52, -1.53)


Record 5
ORCA calculation (wB97M-V/def2-TZVPD) on a cluster of 4 separate species, C4H14O3 in total at a distorted geometry.

The calculation puts the HOMO energy at -9.39 eV. The calculation puts the LUMO energy at 0.5 eV. The value obtained for the max |F| is 3.61 eV/Å.

Geometry (Å):
C (1.87, -1.01, -1.84)
C (1.82, 0.06, -0.74)
C (1.15, -0.51, 0.52)
C (0.84, -1.74, 0.90)
H (2.23, -0.54, -2.78)
H (0.92, -1.42, -2.12)
H (2.68, -1.78, -1.72)
H (2.79, 0.53, -0.60)
H (1.23, 0.93, -1.06)
H (1.19, 0.26, 1.32)
H (1.00, -2.20, 1.87)
H (0.57, -2.42, 0.07)
H (-3.37, 0.52, 0.18)
H (-1.97, -0.18, 0.21)
O (-2.48, 0.56, -0.17)
H (-1.15, 2.84, -0.86)
H (-0.22, 4.07, -0.98)
O (-0.35, 3.17, -1.29)
H (-2.58, 0.33, 3.02)
H (-2.93, -1.14, 2.83)
O (-3.24, -0.33, 3.25)


Record 6
ORCA calculation (wB97M-V/def2-TZVPD) on a cluster of 4 separate species, C4H14O4 in total at a distorted geometry.

The calculation puts the HOMO energy at -9.80 eV. The calculation puts the LUMO energy at 0.5 eV. The value obtained for the max |F| is 2.30 eV/Å.

Geometry (Å):
O (1.10, -0.90, 2.12)
C (0.08, -0.30, 2.31)
C (-0.45, 0.87, 1.51)
C (0.16, 1.29, 0.18)
C (0.57, 2.76, 0.06)
H (-0.52, -0.46, 3.25)
H (-1.54, 0.82, 1.46)
H (-0.38, 1.75, 2.17)
H (1.10, 0.74, -0.02)
H (-0.41, 0.81, -0.62)
H (1.21, 2.94, -0.83)
H (0.92, 2.89, 1.08)
H (-0.29, 3.41, -0.13)
H (-0.19, -2.04, -2.69)
H (-1.57, -2.12, -2.91)
O (-0.80, -1.82, -3.42)
H (-2.03, -1.76, -0.13)
H (-0.40, -1.57, -0.49)
O (-1.11, -1.70, 0.18)
H (1.72, -2.61, -1.08)
H (1.68, -1.16, -0.77)
O (1.17, -1.84, -1.24)


Record 7
ORCA calculation (wB97M-V/def2-TZVPD) on a structure of composition C4H15Br2CaNO3 at a distorted geometry.

The calculation puts the HOMO energy at -8.85 eV. The calculation puts the LUMO energy at 0.2 eV. The value obtained for the max |F| is 1.88 eV/Å.

Geometry (Å):
Ca (5.52, 8.38, 7.77)
Br (3.12, 9.53, 7.86)
Br (8.31, 7.33, 6.85)
O (6.73, 10.16, 6.76)
H (7.62, 9.90, 6.38)
H (6.29, 10.64, 6.05)
O (7.09, 8.60, 9.74)
H (7.35, 9.16, 10.48)
H (7.90, 8.37, 9.25)
C (4.55, 5.17, 4.27)
C (4.50, 6.05, 5.52)
C (5.16, 5.35, 6.68)
O (4.89, 6.04, 7.92)
C (5.69, 5.41, 8.95)
N (5.17, 7.36, 5.37)
H (5.57, 4.90, 4.05)
H (4.26, 5.73, 3.35)
H (3.94, 4.25, 4.47)
H (3.51, 6.36, 5.87)
H (6.23, 5.44, 6.51)
H (4.81, 4.37, 6.70)
H (6.79, 5.53, 8.71)
H (5.50, 4.37, 8.96)
H (5.49, 5.78, 9.97)
H (4.67, 7.80, 4.61)
H (6.05, 7.11, 4.95)


Record 8
ORCA calculation (wB97M-V/def2-TZVPD) on a structure of composition C4H15CrN5O9 at a distorted geometry.

The calculation puts the HOMO energy (spin up / spin down) at -6.68 / -7.61 eV. The calculation puts the LUMO energy (spin up / spin down) at -0.5 / -0.6 eV. As for the spin multiplicity: 5. The value obtained for the max |F| is 7.30 eV/Å.

Geometry (Å):
Cr (-0.73, -0.22, 0.04)
C (-4.35, 0.36, 2.11)
C (-2.99, 0.07, 1.46)
O (-1.89, 0.31, 2.04)
O (-2.85, -0.42, 0.33)
H (-4.33, 1.44, 2.26)
H (-4.40, -0.08, 3.10)
H (-5.15, 0.05, 1.44)
N (-1.01, 2.70, -1.52)
O (-2.03, 2.72, -2.22)
O (-0.19, 3.62, -1.40)
O (-0.94, 1.73, -0.80)
C (1.72, 0.44, 2.13)
O (0.75, 0.23, 1.47)
N (2.65, -0.44, 2.42)
N (2.06, 1.63, 2.45)
H (2.46, -1.39, 2.14)
H (3.61, -0.11, 2.46)
H (2.90, 1.82, 2.98)
H (1.34, 2.30, 2.21)
C (1.93, -0.55, -1.96)
O (1.18, -0.37, -1.04)
N (1.62, -0.34, -3.18)
N (3.06, -1.12, -1.93)
H (2.34, -0.60, -3.85)
H (0.80, 0.06, -3.60)
H (3.60, -1.22, -2.77)
H (3.36, -1.57, -1.07)
O (-0.28, -2.30, 0.47)
H (0.38, -2.76, 0.99)
H (-0.44, -2.88, -0.28)
O (-1.27, -0.95, -1.93)
H (-1.01, -0.54, -2.76)
H (-1.89, -1.63, -2.18)